Entry from the OMol25 dataset: a molecular structure, C50H43N2O3P2RuS2Si in a non-equilibrium geometry (wB97M-V/def2-TZVPD).

Output
* electronic energy: -4129.9287 hartree
* 2S+1: 2
* expectation value of S²: 0.764
* net charge: 0
* E_LUMO (alpha / beta): -0.41 / -0.29 eV
* ΔE to the lowest compared entry with this formula, charge and spin: 18.10 kcal/mol

Atoms and positions in Å:
1 Ru 0.157 0.446 0.815
2 S -1.416 -1.492 1.375
3 P -2.128 -0.962 -0.399
4 C -0.796 0.000 -0.912
5 P -0.879 1.354 -1.971
6 S 0.517 2.618 -1.305
7 C -0.563 0.885 -3.692
8 C -0.554 1.861 -4.689
9 C -0.267 1.512 -5.996
10 C 0.014 0.188 -6.317
11 C 0.018 -0.782 -5.327
12 C -0.266 -0.432 -4.012
13 C -2.465 2.244 -2.080
14 C -2.763 3.243 -1.158
15 C -3.969 3.917 -1.218
16 C -4.900 3.593 -2.196
17 C -4.616 2.596 -3.115
18 C -3.400 1.930 -3.061
19 C -3.737 -0.141 -0.128
20 C -3.759 0.952 0.737
21 C -4.951 1.555 1.087
22 C -6.150 1.069 0.580
23 C -6.143 -0.022 -0.272
24 C -4.942 -0.626 -0.623
25 C -2.494 -2.302 -1.560
26 C -2.162 -3.613 -1.237
27 C -2.354 -4.628 -2.165
28 C -2.865 -4.335 -3.420
29 C -3.189 -3.024 -3.752
30 C -3.004 -2.013 -2.825
31 H -0.766 2.893 -4.436
32 H -0.257 2.271 -6.768
33 H 0.238 -0.083 -7.341
34 H 0.248 -1.811 -5.572
35 H -0.243 -1.179 -3.226
36 H -2.041 3.497 -0.391
37 H -4.185 4.695 -0.497
38 H -5.845 4.121 -2.241
39 H -5.338 2.338 -3.880
40 H -3.179 1.170 -3.800
41 H -2.824 1.326 1.142
42 H -4.948 2.406 1.757
43 H -7.086 1.538 0.856
44 H -7.072 -0.414 -0.664
45 H -4.962 -1.494 -1.270
46 H -1.745 -3.831 -0.262
47 H -2.094 -5.646 -1.908
48 H -3.009 -5.127 -4.144
49 H -3.580 -2.791 -4.734
50 H -3.252 -0.992 -3.091
51 O 1.316 -1.010 1.541
52 Si 1.760 -0.940 3.110
53 C 3.634 -0.936 3.280
54 C 4.301 -2.159 3.394
55 C 5.686 -2.227 3.445
56 C 6.439 -1.063 3.399
57 C 5.799 0.164 3.295
58 C 4.414 0.220 3.230
59 C 1.063 0.706 3.784
60 C 1.763 1.625 4.567
61 C 1.236 2.876 4.865
62 C -0.013 3.249 4.384
63 C -0.751 2.341 3.640
64 C -0.222 1.085 3.355
65 C 1.141 -2.322 4.217
66 C 1.501 -2.279 5.567
67 C 1.058 -3.240 6.461
68 C 0.243 -4.274 6.019
69 C -0.116 -4.342 4.681
70 C 0.334 -3.375 3.791
71 H 3.727 -3.077 3.458
72 H 6.178 -3.188 3.532
73 H 7.519 -1.110 3.452
74 H 6.378 1.080 3.266
75 H 3.941 1.193 3.146
76 H 2.750 1.376 4.939
77 H 1.812 3.572 5.462
78 H -0.409 4.233 4.597
79 H -1.742 2.603 3.287
80 H -0.873 0.338 2.909
81 H 2.143 -1.481 5.929
82 H 1.348 -3.185 7.503
83 H -0.108 -5.025 6.716
84 H -0.745 -5.150 4.329
85 H 0.062 -3.450 2.745
86 O 0.332 5.137 0.687
87 C 1.578 5.665 0.279
88 N 2.509 5.826 1.375
89 C 3.315 4.872 1.913
90 O 4.086 5.099 2.826
91 C 3.248 3.510 1.288
92 C 4.346 2.966 0.630
93 C 4.257 1.682 0.127
94 C 3.080 0.974 0.305
95 N 2.030 1.505 0.934
96 C 2.109 2.745 1.415
97 H 0.138 4.367 0.125
98 H 1.428 6.658 -0.145
99 H 2.025 5.029 -0.488
100 H 2.529 6.706 1.867
101 H 5.254 3.547 0.527
102 H 5.087 1.219 -0.388
103 H 2.950 -0.041 -0.044
104 H 1.226 3.128 1.908